[1]
{"formula": "C2H6Cl3PSi", "method": "wB97M-V/def2-TZVPD", "lumo_ha": [-0.012, -0.036], "spin_multiplicity": 1, "largest_force_ha_per_bohr": 0.0372, "e_homo_ev": [-7.86, -7.08], "energy_ha": -2091.258304, "e_above_lowest_kj_mol": 265.41, "homo_lumo_gap_ev": [7.52, 6.11], "symbols": ["C", "C", "Si", "P", "Cl", "Cl", "Cl", "H", "H", "H", "H", "H", "H"], "coordinates": [[1.07310, -1.69541, -0.53344], [-1.14487, 0.50957, -1.41088], [-0.32143, -0.50993, -0.03611], [1.29549, 2.12182, 2.02784], [-1.67156, -1.35153, 1.20623], [-0.33046, 3.31824, 1.90405], [0.97863, 1.27743, 3.83238], [1.84303, -1.75447, 0.22822], [0.68368, -2.70058, -0.69012], [1.54535, -1.36619, -1.45314], [-0.68801, 0.30687, -2.37357], [-2.20410, 0.26976, -1.48043], [-1.05885, 1.57442, -1.22104]], "nbo_charge": [-1.132, -1.134, 1.280, 0.460, -0.375, -0.303, -0.294, 0.256, 0.245, 0.246, 0.244, 0.250, 0.258]}

[2]
{"formula": "C2H6ClN", "method": "wB97M-V/def2-TZVPD", "lumo_ha": [-0.029, -0.029], "spin_multiplicity": 1, "largest_force_ha_per_bohr": 0.0953, "e_homo_ev": [-7.97, -7.95], "energy_ha": -594.592659, "e_above_lowest_kj_mol": 418.75, "homo_lumo_gap_ev": [7.18, 7.16], "symbols": ["C", "C", "N", "Cl", "H", "H", "H", "H", "H", "H"], "coordinates": [[-0.66550, -0.47000, 0.56986], [-0.59123, -0.63835, -0.90251], [1.83775, 0.17949, -0.63513], [-0.61354, -2.14826, -1.50103], [-1.64827, -0.85068, 0.98821], [-0.62903, 0.57632, 0.90091], [0.15798, -0.97615, 1.04898], [-0.71671, 0.22629, -1.60295], [2.22807, -0.65788, -0.94558], [1.94623, 1.01061, -1.13193]], "nbo_charge": [-0.686, -0.069, -0.984, 0.129, 0.215, 0.245, 0.258, 0.241, 0.325, 0.327]}

[3]
{"formula": "C2H6ClN2", "method": "wB97M-V/def2-TZVPD", "lumo_ha": -0.183, "spin_multiplicity": 1, "total_charge": 1, "largest_force_ha_per_bohr": 0.0915, "e_homo_ev": -14.84, "energy_ha": -649.184316, "e_above_lowest_kj_mol": 231.99, "homo_lumo_gap_ev": 9.87, "symbols": ["C", "C", "N", "N", "Cl", "H", "H", "H", "H", "H", "H"], "coordinates": [[1.42336, -0.16163, 0.46822], [-2.14789, -0.07607, -0.28697], [1.69174, 0.98188, -0.09546], [-1.05784, -0.69758, 0.01508], [2.17122, -1.41620, -0.31707], [-3.21158, -0.58567, -0.28072], [-1.89786, 1.00925, -0.60726], [2.26689, 1.07421, -0.91301], [1.34503, 1.91768, 0.36567], [-1.37229, -1.64441, 0.35363], [0.78923, -0.40145, 1.29788]], "nbo_charge": [0.220, -0.011, -0.657, -0.688, 0.185, 0.216, 0.185, 0.448, 0.455, 0.356, 0.289]}